1.
C61H65F3N5 | ωB97M-V with the def2-TZVPD basis set

Strongest force on any atom in eV/A: 3.102
DFT total energy in a.u.: -2936.5201
Relative energy (zero: lowest compared OMol25 entry of this formula, charge and spin) in kcal per mole: 0.00
HOMO-LUMO gap in eV: 3.4
HOMO level in eV: -8.175
Total charge: +1
2S+1: 1

Last column: Löwdin charge in e.
Geometry (Å):
C  -3.93  -2.85  -4.36  -0.054
C  -4.14  -3.71  -3.12  -0.389
C  -4.90  -5.00  -3.42  -0.059
C  -4.79  -2.89  -2.00  -0.121
C  -6.14  -2.60  -2.09  -0.028
C  -6.80  -1.89  -1.08  -0.049
C  -6.10  -1.54  0.07  -0.034
C  -4.74  -1.84  0.20  -0.122
C  -4.08  -1.63  1.57  -0.375
C  -4.82  -2.38  2.67  -0.060
C  -3.97  -0.14  1.86  -0.067
C  -4.06  -2.40  -0.90  -0.073
N  -2.65  -2.68  -0.82  0.008
N  -2.27  -3.98  -0.79  0.165
N  -0.94  -3.97  -0.54  0.030
C  -0.31  -5.20  -0.14  -0.094
C  -0.34  -6.30  -1.01  -0.127
C  -1.09  -6.27  -2.34  -0.382
C  -1.94  -7.53  -2.56  -0.057
C  -0.13  -6.02  -3.50  -0.049
C  0.40  -7.43  -0.67  -0.023
C  1.10  -7.50  0.53  -0.042
C  0.97  -6.47  1.46  -0.023
C  0.24  -5.33  1.16  -0.121
C  -0.04  -4.32  2.28  -0.373
C  1.25  -3.80  2.90  -0.057
C  -0.98  -4.91  3.33  -0.053
C  -0.46  -2.68  -0.48  -0.127
C  0.95  -2.40  -0.36  -0.133
C  1.42  -1.24  0.31  -0.012
C  2.78  -0.96  0.37  -0.010
C  3.67  -1.74  -0.37  -0.132
C  5.08  -1.25  -0.52  -0.520
F  5.97  -2.28  -0.61  0.123
F  5.21  -0.50  -1.66  0.115
F  5.47  -0.47  0.53  0.108
C  3.25  -2.88  -1.04  0.011
C  1.92  -3.24  -0.98  0.012
C  -1.54  -1.81  -0.65  -0.231
C  -1.59  -0.42  -0.71  0.000
H  -3.38  -1.94  -4.11  0.083
H  -3.37  -3.40  -5.12  0.081
H  -4.90  -2.56  -4.80  0.084
H  -3.16  -4.00  -2.75  0.087
H  -5.07  -5.57  -2.49  0.091
H  -5.86  -4.80  -3.89  0.077
H  -4.31  -5.64  -4.09  0.074
H  -6.69  -2.93  -2.98  0.117
H  -7.85  -1.64  -1.19  0.109
H  -6.61  -1.04  0.89  0.115
H  -3.07  -2.04  1.50  0.118
H  -4.91  -3.44  2.43  0.087
H  -4.27  -2.31  3.62  0.080
H  -5.83  -1.98  2.84  0.077
H  -3.33  0.34  1.10  0.047
H  -4.96  0.34  1.85  0.081
H  -3.52  0.03  2.84  0.081
H  -1.79  -5.44  -2.28  0.084
H  -2.64  -7.67  -1.72  0.092
H  -2.54  -7.42  -3.48  0.075
H  -1.32  -8.43  -2.66  0.075
H  0.43  -5.09  -3.34  0.072
H  0.58  -6.85  -3.60  0.088
H  -0.69  -5.93  -4.44  0.083
H  0.43  -8.26  -1.38  0.117
H  1.74  -8.36  0.75  0.114
H  1.44  -6.54  2.45  0.119
H  -0.55  -3.46  1.83  0.116
H  1.93  -3.40  2.12  0.071
H  1.04  -2.98  3.60  0.086
H  1.78  -4.59  3.45  0.081
H  -1.91  -5.24  2.87  0.084
H  -0.52  -5.77  3.83  0.083
H  -1.23  -4.16  4.10  0.084
H  0.69  -0.56  0.76  0.109
H  3.15  -0.11  0.94  0.103
H  3.97  -3.48  -1.61  0.131
H  1.59  -4.15  -1.47  0.107
H  -0.65  0.10  -0.76  -0.023
H  -2.55  0.02  -0.93  0.040
C  -0.57  7.87  -3.56  -0.014
N  0.79  7.41  -3.28  -0.056
C  1.84  8.32  -3.41  -0.224
C  1.59  9.70  -3.34  -0.020
C  2.63  10.60  -3.54  -0.066
C  3.92  10.15  -3.88  -0.073
C  4.16  8.77  -3.97  -0.069
C  3.14  7.86  -3.73  -0.025
C  0.98  6.11  -2.80  -0.164
C  0.18  5.04  -3.28  0.006
C  0.24  3.79  -2.70  0.030
C  0.99  3.57  -1.50  -0.178
C  0.69  2.47  -0.65  0.125
C  0.96  2.51  0.77  -0.230
C  2.30  2.47  1.25  -0.058
C  2.61  2.81  2.55  -0.006
C  1.60  3.19  3.48  -0.176
N  1.92  3.59  4.77  -0.077
C  0.87  4.19  5.59  -0.042
C  3.22  3.58  5.31  -0.219
C  3.67  4.67  6.09  -0.027
C  4.95  4.67  6.64  -0.078
C  5.79  3.56  6.49  -0.084
C  5.33  2.45  5.76  -0.074
C  4.08  2.47  5.15  -0.040
C  0.26  3.20  3.01  -0.007
C  -0.05  2.76  1.74  0.000
C  1.94  4.59  -1.15  0.040
C  1.92  5.82  -1.78  0.018
H  -1.20  7.02  -3.79  0.080
H  -1.00  8.41  -2.71  0.107
H  -0.54  8.54  -4.43  0.108
H  0.60  10.07  -3.09  0.108
H  2.45  11.67  -3.44  0.111
H  4.72  10.86  -4.08  0.111
H  5.15  8.41  -4.25  0.112
H  3.34  6.79  -3.78  0.116
H  -0.50  5.22  -4.12  0.122
H  -0.36  2.97  -3.11  0.133
H  0.15  1.63  -1.09  0.095
H  3.10  2.17  0.57  0.121
H  3.65  2.80  2.85  0.105
H  1.22  4.24  6.63  0.097
H  0.62  5.19  5.24  0.105
H  -0.02  3.56  5.57  0.085
H  3.02  5.54  6.24  0.111
H  5.30  5.55  7.19  0.108
H  6.79  3.56  6.92  0.106
H  5.96  1.56  5.66  0.110
H  3.77  1.63  4.52  0.114
H  -0.55  3.53  3.66  0.103
H  -1.10  2.65  1.44  0.122
H  2.65  4.39  -0.35  0.120
H  2.61  6.60  -1.44  0.131

=====

2.
C5H7N3 | ωB97M-V with the def2-TZVPD basis set

Strongest force on any atom in eV/A: 6.710
DFT total energy in a.u.: -358.7905
Relative energy (zero: lowest compared OMol25 entry of this formula, charge and spin) in kcal per mole: 143.00
HOMO-LUMO gap in eV: 9.9
HOMO level in eV: -9.474
2S+1: 1

Last column: natural (NBO) charge in e.
Geometry (Å):
C  -1.73  -0.31  -0.05  -0.217
C  -0.89  0.89  0.34  -0.403
C  0.51  0.54  -0.21  -0.399
C  1.97  0.67  0.06  0.082
C  0.53  -0.95  -0.20  0.350
H  -2.37  -0.54  0.71  0.207
H  -2.11  0.08  -1.02  0.201
H  -1.39  1.80  -0.28  0.232
H  -0.91  0.87  1.44  0.226
H  0.70  0.72  -1.36  0.270
H  2.66  1.58  -0.51  0.197
H  -0.54  -2.01  1.04  0.368
N  2.70  -0.35  0.16  -0.226
N  1.63  -1.45  0.09  -0.331
N  -0.75  -1.54  -0.21  -0.557

=====

3.
C5H17N2O | ωB97M-V with the def2-TZVPD basis set

Strongest force on any atom in eV/A: 2.636
DFT total energy in a.u.: -385.2894
Relative energy (zero: lowest compared OMol25 entry of this formula, charge and spin) in kcal per mole: 47.01
HOMO-LUMO gap (spin up / spin down) in eV: 3.7 / 9.3
HOMO level (spin up / spin down) in eV: -2.791 / -8.632
2S+1: 2

Last column: natural (NBO) charge in e.
Geometry (Å):
C  1.83  -1.87  0.93  -0.648
C  0.75  -0.82  0.54  -0.109
C  0.09  -1.21  -0.75  -0.458
C  -1.33  -0.58  -1.05  -0.201
C  -1.95  1.02  0.79  -0.423
N  -2.15  -0.20  0.08  -0.666
N  1.51  0.51  0.37  -1.035
H  1.63  -2.79  0.36  0.216
H  1.80  -2.12  1.99  0.225
H  2.82  -1.63  0.57  0.222
H  0.06  -0.67  1.35  0.226
H  -0.18  -2.26  -0.73  0.208
H  0.63  -1.04  -1.68  0.225
H  -1.19  0.29  -1.70  0.168
H  -1.86  -1.40  -1.51  0.198
H  -1.16  1.03  1.56  0.150
H  -1.76  1.81  0.09  0.190
H  -2.87  1.36  1.26  0.207
H  -2.76  -0.91  0.42  0.380
H  1.50  0.94  -0.58  0.396
H  2.48  0.43  0.67  0.342
H  0.96  1.24  0.86  0.390
H  -0.30  2.60  -1.47  0.452
H  0.93  3.53  -1.38  0.459
O  0.51  2.76  -0.97  -1.114

=====

4.
C6H24O6 | ωB97M-V with the def2-TZVPD basis set

Strongest force on any atom in eV/A: 3.046
DFT total energy in a.u.: -693.9177
Relative energy (zero: lowest compared OMol25 entry of this formula, charge and spin) in kcal per mole: 95.44
HOMO-LUMO gap (spin up / spin down) in eV: 10.6 / 2.4
HOMO level (spin up / spin down) in eV: -12.977 / -12.248
Total charge: +1
2S+1: 2

Last column: natural (NBO) charge in e.
Geometry (Å):
C  1.44  0.69  -3.40  -0.281
O  0.91  -0.53  -3.02  -0.728
H  1.77  0.49  -4.42  0.196
H  0.79  1.57  -3.32  0.179
H  2.25  0.97  -2.73  0.177
H  0.11  -0.43  -3.53  0.485
C  3.71  0.05  2.43  -0.277
O  4.06  -0.35  1.11  -0.448
H  2.73  -0.34  2.71  0.216
H  4.53  -0.20  3.10  0.229
H  3.64  1.14  2.46  0.233
H  3.36  -0.18  0.47  0.503
C  -1.63  -3.64  0.56  -0.263
O  -2.00  -2.45  1.20  -0.755
H  -1.65  -4.49  1.25  0.194
H  -1.94  -3.90  -0.45  0.209
H  -0.57  -3.48  0.38  0.149
H  -2.01  -2.63  2.15  0.498
C  -2.91  0.20  -1.27  -0.255
O  -3.43  -0.81  -0.49  -0.583
H  -3.02  1.12  -0.69  0.218
H  -1.86  0.01  -1.48  0.154
H  -3.35  0.24  -2.26  0.202
H  -2.80  -1.20  0.12  0.504
C  -0.84  3.39  1.16  -0.243
O  -2.09  3.39  1.72  -0.710
H  -0.84  3.49  0.08  0.159
H  -0.17  4.19  1.48  0.172
H  -0.37  2.46  1.50  0.146
H  -2.14  4.21  2.21  0.477
C  0.62  -0.62  0.51  -0.267
O  1.48  0.12  -0.32  -0.633
H  0.74  -0.45  1.58  0.203
H  -0.38  -0.24  0.27  0.213
H  0.57  -1.64  0.14  0.209
H  1.28  -0.15  -1.22  0.514